Model a:
Density functional theory data (wB97M-V/def2-TZVPD) for a 2-piece molecular cluster, C7H16O overall.

The net charge is 0. The spin multiplicity is 1. As for the SMILES: C=CCCCCC.O. The highest occupied orbital energy is -9.647 eV.

Geometry (Å):
H: -0.65 0.88 -2.56
H: 1.82 -2.29 1.55
H: 1.02 0.26 -0.88
H: 1.84 -0.96 2.91
H: 1.31 0.52 1.26
H: -0.33 -0.16 1.36
H: -1.25 2.55 -2.04
H: 2.16 2.74 -0.12
C: 1.29 -1.49 2.11
C: -1.35 1.46 -1.94
C: -1.84 0.87 -0.85
H: -0.64 -2.35 -0.92
C: 0.72 -0.39 1.16
C: -0.54 -1.26 -1.07
H: 0.40 -1.98 2.52
O: 1.91 2.76 0.81
H: -0.34 -1.20 -2.14
H: -2.69 -1.02 -1.05
H: -2.16 -0.66 0.49
H: -2.06 1.53 0.05
C: -1.81 -0.63 -0.56
H: 0.96 2.92 0.79
H: 1.52 -1.42 -0.52
C: 0.71 -0.66 -0.37

Löwdin atomic charge list, values in e, 2 entries: atom 1 (H): 0.061, atom 2 (H): 0.072

Model b:
Density functional theory data (wB97M-V/def2-TZVPD) for one molecule with the formula C7H16O.

The net charge is 0. The spin multiplicity is 1. As for the SMILES: CC(C)CC(C)(C)O. The highest occupied orbital energy is -9.024 eV.

Geometry (Å):
H: 1.30 0.89 -1.89
H: 2.24 1.02 0.42
H: 0.88 -2.08 -1.29
H: 2.16 -0.77 0.53
H: -1.15 -0.89 2.40
C: -0.64 -0.91 1.43
H: -2.87 0.65 1.77
C: -2.42 0.98 0.83
H: -2.43 2.07 0.83
H: -3.09 0.61 0.05
H: -0.11 1.32 2.38
C: -0.73 0.45 0.76
C: 1.08 -1.23 -1.95
C: 2.21 0.09 -0.15
H: 3.19 0.02 -0.64
C: -0.55 0.49 -0.70
H: -1.18 -0.24 -1.21
H: 0.40 -1.18 1.65
H: 0.33 -1.22 -2.75
H: 2.05 -1.42 -2.43
O: 0.03 1.42 1.43
H: -0.69 1.49 -1.11
H: -1.09 -1.69 0.82
C: 1.09 0.08 -1.18

Löwdin atomic charge list, values in e, 2 entries: atom 1 (H): 0.112, atom 2 (H): 0.071

Most stable structure, least stable structure: model b, model a.